No. 1
{
  "formula": "C3H6ClNO2",
  "method": "wB97M-V/def2-TZVPD",
  "lumo_energy_ev": [-2.64, -3.65],
  "charge": 0,
  "orbital_gap_ev": [8.110, 5.956],
  "e_tot_ev": -21310.131,
  "homo_ev": [-10.8, -9.6],
  "de_lowest_kj_mol": 577.8,
  "symbols": ["C", "C", "C", "N", "O", "O", "Cl", "H", "H", "H", "H", "H", "H"],
  "xyz": [[-1.262, 0.337, -0.052], [1.232, -0.092, 0.172], [0.090, 0.824, -0.028], [0.280, 2.194, 0.063], [1.445, 2.580, 0.236], [-0.752, 2.855, 0.135], [0.722, 1.314, -2.830], [-1.926, 0.778, 0.653], [-1.184, -0.694, -0.100], [-1.611, 0.660, -1.038], [0.978, -0.921, 0.841], [2.088, 0.396, 0.620], [1.496, -0.353, -0.804]],
  "nbo_charge": [-0.737, -0.732, 0.503, 0.397, -0.346, -0.358, -0.347, 0.280, 0.234, 0.301, 0.238, 0.271, 0.294]
}

***

No. 2
{
  "formula": "C4H8N2O",
  "method": "wB97M-V/def2-TZVPD",
  "lumo_energy_ev": 0.94,
  "charge": 0,
  "orbital_gap_ev": 10.711,
  "e_tot_ev": -9304.671,
  "homo_ev": -9.8,
  "de_lowest_kj_mol": 166.2,
  "symbols": ["C", "C", "O", "C", "N", "C", "N", "H", "H", "H", "H", "H", "H", "H", "H"],
  "xyz": [[-0.088, -1.854, 0.179], [-0.837, -0.551, 0.280], [-0.499, 0.203, 1.485], [0.065, 1.213, 0.757], [0.732, 2.211, 1.130], [-0.337, 0.640, -0.591], [0.674, 0.405, -1.591], [0.943, -1.705, -0.151], [-0.581, -2.509, -0.545], [-0.077, -2.354, 1.150], [-1.921, -0.704, 0.250], [0.820, 2.215, 2.148], [-1.173, 1.198, -1.022], [0.589, 1.071, -2.349], [1.601, 0.526, -1.198]],
  "nbo_charge": [-0.641, 0.092, -0.502, 0.549, -0.695, -0.145, -0.824, 0.219, 0.223, 0.227, 0.181, 0.353, 0.217, 0.373, 0.372]
}

***

No. 3
{
  "formula": "C16H16N2O5S",
  "method": "wB97M-V/def2-TZVPD",
  "lumo_energy_ev": -1.16,
  "charge": 0,
  "orbital_gap_ev": 7.287,
  "smiles": "CCOC(=O)c1sc(NC(=O)c2ccc(OC(C)=O)cc2)nc1C",
  "e_tot_ev": -40888.126,
  "homo_ev": -8.5,
  "de_lowest_kj_mol": 1720.5,
  "symbols": ["C", "C", "O", "C", "O", "C", "S", "C", "N", "C", "O", "C", "C", "C", "C", "O", "C", "C", "O", "C", "C", "N", "C", "C", "H", "H", "H", "H", "H", "H", "H", "H", "H", "H", "H", "H", "H", "H", "H", "H"],
  "xyz": [[-0.363, -3.905, 0.417], [-1.605, -3.401, 0.815], [-1.797, -2.159, 0.460], [-3.008, -1.555, 0.154], [-4.025, -2.244, -0.004], [-2.835, -0.010, -0.194], [-1.270, 0.778, 0.354], [-2.073, 2.448, -0.168], [-1.495, 3.556, -0.222], [-0.077, 3.616, 0.125], [0.194, 5.038, 0.512], [0.882, 2.673, 0.133], [1.112, 1.954, -0.779], [2.177, 0.828, -0.854], [2.781, 0.642, 0.351], [3.745, -0.204, 0.452], [4.463, -0.698, -0.446], [5.465, -1.870, -0.159], [4.531, -0.116, -1.968], [2.648, 1.511, 1.372], [1.564, 2.452, 1.545], [-3.200, 2.114, -0.606], [-3.766, 0.919, -0.645], [-5.123, 0.490, -1.019], [0.389, -3.372, 1.121], [-0.322, -3.683, -0.718], [-0.456, -4.844, 0.619], [-2.428, -3.772, 0.252], [-1.825, -3.610, 1.864], [-2.047, 4.224, -0.383], [0.669, 2.332, -1.869], [2.396, 0.417, -1.744], [4.794, -2.987, -0.161], [5.759, -1.555, 0.835], [6.146, -2.053, -0.710], [2.966, 1.254, 2.491], [1.337, 2.961, 2.235], [-5.832, 1.114, -0.375], [-5.183, 1.155, -1.987], [-5.287, -0.437, -1.094]],
  "nbo_charge": [-0.589, -0.071, -0.523, 0.789, -0.601, -0.319, 0.194, 0.409, -0.571, 0.677, -0.596, -0.303, -0.076, -0.155, 0.222, -0.442, 0.791, -0.589, -0.711, -0.245, -0.005, -0.534, 0.222, -0.606, 0.199, 0.214, 0.207, 0.188, 0.162, 0.420, 0.232, 0.265, 0.232, 0.224, 0.195, 0.242, 0.164, 0.234, 0.227, 0.230]
}

***

No. 4
{
  "formula": "C5H13N",
  "method": "wB97M-V/def2-TZVPD",
  "lumo_energy_ev": -1.84,
  "charge": 0,
  "orbital_gap_ev": 3.947,
  "e_tot_ev": -6877.626,
  "homo_ev": -5.8,
  "de_lowest_kj_mol": 827.0,
  "symbols": ["C", "C", "C", "N", "C", "C", "H", "H", "H", "H", "H", "H", "H", "H", "H", "H", "H", "H", "H"],
  "xyz": [[1.795, -2.191, 1.134], [2.861, -1.627, 0.354], [-0.344, -0.492, 0.285], [-1.415, 0.334, -0.001], [-1.016, 1.592, -0.544], [-2.249, 2.227, -1.191], [1.482, -3.144, 0.736], [2.096, -2.307, 2.170], [2.858, -1.830, -0.700], [3.797, -1.214, 0.715], [1.745, -0.980, 0.915], [0.383, 0.013, 0.980], [-0.687, -1.347, 0.865], [0.203, -0.805, -0.638], [-0.625, 2.241, 0.258], [-0.177, 1.454, -1.261], [-2.920, 2.423, -0.354], [-2.150, 3.064, -1.869], [-2.780, 1.405, -1.662]],
  "nbo_charge": [-0.531, -0.405, -0.435, -0.481, -0.256, -0.620, 0.264, 0.229, 0.217, 0.234, 0.363, 0.139, 0.201, 0.142, 0.169, 0.143, 0.208, 0.202, 0.215]
}

***

No. 5
{
  "formula": "H20Li2O18P2Zr",
  "method": "wB97M-V/def2-TZVPD",
  "lumo_energy_ev": -2.48,
  "charge": 0,
  "orbital_gap_ev": 1.670,
  "e_tot_ev": -57451.781,
  "homo_ev": -4.2,
  "de_lowest_kj_mol": 162.3,
  "symbols": ["Li", "Li", "Zr", "P", "O", "O", "O", "O", "P", "O", "O", "O", "O", "O", "H", "H", "O", "H", "H", "O", "H", "H", "O", "H", "H", "O", "H", "H", "O", "H", "H", "O", "H", "H", "O", "H", "H", "O", "H", "H", "O", "H", "H"],
  "xyz": [[0.952, 0.652, 2.490], [2.974, -1.321, 1.655], [-1.726, -0.553, -1.478], [0.294, -0.463, 0.108], [0.352, -0.780, -1.376], [-0.727, 0.674, -0.144], [1.483, -0.302, 1.009], [-0.954, -1.364, 0.351], [3.514, 1.398, 3.296], [4.331, 2.630, 2.880], [3.766, -0.073, 2.920], [2.138, 2.096, 2.909], [3.405, 1.919, 4.769], [-3.304, -0.398, 0.072], [-3.960, 0.288, 0.249], [-3.201, -0.882, 0.911], [-0.791, 0.872, -3.104], [-0.985, 1.344, -3.921], [0.140, 1.083, -2.894], [-2.741, 1.700, -1.434], [-3.071, 2.331, -2.087], [-2.773, 2.170, -0.579], [-0.784, -3.605, 1.915], [-0.750, -2.817, 1.327], [0.134, -3.853, 2.062], [0.323, 3.148, 0.386], [-0.302, 3.596, -0.192], [0.253, 2.225, 0.132], [-1.059, -1.789, -3.193], [-0.739, -2.689, -3.001], [-0.584, -1.514, -3.990], [-0.871, 1.439, 2.854], [-1.436, 1.725, 2.124], [-1.475, 1.243, 3.580], [-2.655, -2.647, -1.192], [-3.189, -3.273, -1.695], [-2.663, -2.978, -0.275], [2.554, -2.007, -2.187], [2.858, -1.600, -3.004], [1.701, -1.548, -1.966], [3.299, 1.345, -0.472], [3.569, 1.892, 0.281], [2.696, 0.688, -0.097]],
  "nbo_charge": [0.902, 0.965, 1.616, 2.553, -1.194, -1.202, -1.215, -1.224, 2.389, -0.843, -1.264, -1.048, -0.795, -0.942, 0.520, 0.519, -0.957, 0.517, 0.523, -0.962, 0.509, 0.477, -0.981, 0.493, 0.461, -0.934, 0.448, 0.475, -0.932, 0.517, 0.527, -0.961, 0.492, 0.486, -0.940, 0.527, 0.520, -0.990, 0.466, 0.491, -0.963, 0.497, 0.459]
}

***

No. 6
{
  "formula": "C6H14O5S2Si",
  "method": "wB97M-V/def2-TZVPD",
  "lumo_energy_ev": 3.44,
  "charge": -2,
  "orbital_gap_ev": 2.677,
  "e_tot_ev": -46226.750,
  "homo_ev": 0.8,
  "symbols": ["S", "C", "C", "C", "Si", "C", "C", "C", "O", "H", "H", "H", "H", "H", "H", "H", "H", "H", "H", "H", "H", "H", "H", "O", "S", "O", "O", "O"],
  "xyz": [[-0.663, -1.476, -1.133], [-0.339, 0.370, -1.044], [1.233, 0.686, -1.125], [1.778, 1.340, 0.242], [1.864, 0.091, 1.693], [0.857, 0.610, 3.243], [-0.686, 1.055, 2.727], [-0.844, 2.699, 2.404], [-1.457, 1.890, 3.665], [-2.005, -1.599, -0.774], [-0.866, 0.806, -1.948], [-0.782, 0.802, -0.092], [1.323, 1.506, -1.913], [1.845, -0.193, -1.476], [1.058, 2.189, 0.484], [2.776, 1.830, 0.029], [1.480, -1.272, 1.331], [3.292, 0.038, 2.097], [0.666, -0.259, 3.945], [1.270, 1.527, 3.748], [-1.255, 0.307, 2.020], [-1.293, 2.361, 1.376], [-1.721, 3.376, 2.592], [-2.113, -4.483, -3.286], [-1.506, -3.738, -4.419], [-0.073, -3.479, -4.128], [-2.216, -2.445, -4.596], [-1.623, -4.542, -5.661]],
  "nbo_charge": [0.015, -0.537, -0.406, -0.861, 1.109, -0.866, 0.220, -0.519, -0.510, 0.135, 0.229, 0.168, 0.203, 0.233, 0.236, 0.233, -0.138, -0.196, 0.242, 0.252, 0.239, 0.200, 0.312, -1.144, 2.573, -1.141, -1.144, -1.136]
}

***

Q: What is the formula in the fifth record?
A: H20Li2O18P2Zr